{
  "formula": "C23H23FN2O4S",
  "method": "ωB97M-V/def2-TZVPD",
  "lumo_ev": 0.5492,
  "total_charge": 0,
  "mol_weight_g_mol": 442.5,
  "homo_ev": -8.10,
  "elements": ["C", "C", "C", "C", "C", "C", "C", "S", "O", "O", "C", "C", "C", "C", "C", "C", "O", "N", "C", "C", "N", "C", "C", "C", "C", "C", "C", "F", "C", "C", "O", "H", "H", "H", "H", "H", "H", "H", "H", "H", "H", "H", "H", "H", "H", "H", "H", "H", "H", "H", "H", "H", "H", "H"],
  "positions_angstrom": [[-2.75, -1.49, -2.42], [-1.80, -1.56, -1.28], [-0.44, -1.77, -1.51], [0.47, -1.84, -0.47], [0.04, -1.69, 0.84], [-1.30, -1.46, 1.09], [-2.20, -1.40, 0.04], [-3.92, -1.10, 0.48], [-4.79, -2.05, -0.15], [-3.99, -0.99, 1.92], [-4.35, 0.58, -0.20], [-3.23, 1.48, 0.07], [-3.03, 2.46, 1.00], [-1.70, 2.91, 0.83], [-1.17, 2.16, -0.18], [0.10, 2.19, -0.95], [0.09, 1.99, -2.16], [1.24, 2.49, -0.29], [1.45, 2.45, 1.14], [2.33, 1.25, 1.53], [3.40, 1.05, 0.57], [3.70, -0.23, 0.14], [4.07, -0.53, -1.18], [4.40, -1.81, -1.57], [4.37, -2.86, -0.66], [4.02, -2.60, 0.65], [3.70, -1.31, 1.03], [3.41, -1.10, 2.34], [3.68, 2.21, -0.24], [2.46, 2.59, -1.08], [-2.11, 1.31, -0.65], [-2.81, -0.46, -2.78], [-2.41, -2.10, -3.25], [-3.74, -1.82, -2.12], [-0.09, -1.88, -2.53], [1.51, -2.01, -0.68], [0.73, -1.77, 1.66], [-1.68, -1.34, 2.09], [-5.25, 0.88, 0.32], [-4.54, 0.44, -1.26], [-3.74, 2.82, 1.71], [-1.23, 3.71, 1.37], [0.49, 2.35, 1.65], [1.91, 3.39, 1.45], [2.74, 1.42, 2.53], [1.70, 0.36, 1.56], [4.09, 0.26, -1.92], [4.68, -1.99, -2.60], [4.62, -3.86, -0.97], [4.00, -3.38, 1.40], [4.54, 2.02, -0.87], [3.94, 3.03, 0.44], [2.56, 3.62, -1.46], [2.35, 1.93, -1.95]]
}

{
  "formula": "C23H23FNO9S3",
  "method": "ωB97M-V/def2-TZVPD",
  "lumo_ev": 2.5381,
  "total_charge": -1,
  "mol_weight_g_mol": 572.6,
  "homo_ev": -5.51,
  "elements": ["C", "C", "O", "C", "C", "O", "C", "S", "C", "C", "C", "C", "C", "C", "O", "O", "O", "H", "H", "H", "H", "H", "H", "H", "H", "H", "H", "H", "H", "H", "C", "C", "C", "C", "S", "N", "F", "S", "C", "C", "C", "C", "C", "C", "O", "O", "O", "O", "C", "C", "H", "H", "H", "H", "H", "H", "H", "H", "H", "H"],
  "positions_angstrom": [[5.24, 1.41, -2.92], [4.71, 0.72, -1.71], [3.27, 0.70, -1.88], [2.66, -0.14, -1.00], [1.14, -0.32, -1.14], [0.70, -1.54, -1.55], [1.23, -2.68, -0.79], [0.75, 0.93, -2.75], [-1.04, 0.86, -2.74], [-1.73, 0.72, -3.94], [-3.11, 0.70, -3.89], [-3.78, 0.88, -2.68], [-3.05, 1.10, -1.50], [-1.67, 1.01, -1.52], [1.11, 2.30, -2.40], [1.20, 0.36, -3.99], [3.21, -0.68, -0.06], [6.31, 1.51, -2.84], [5.03, 0.84, -3.81], [4.83, 2.41, -3.03], [5.05, -0.32, -1.65], [4.96, 1.24, -0.78], [0.36, -3.18, -0.34], [1.74, -3.28, -1.55], [1.90, -2.29, -0.01], [-1.16, 0.62, -4.87], [-3.68, 0.55, -4.81], [-4.86, 0.82, -2.62], [-3.53, 1.32, -0.56], [-1.07, 1.05, -0.61], [-5.57, -0.82, -0.20], [-5.24, -0.32, 1.07], [-4.05, -0.71, 1.67], [-3.13, -1.48, 0.98], [-1.63, -2.04, 1.84], [-0.88, -0.72, 2.41], [0.62, -0.04, 0.02], [0.36, -1.11, 3.44], [1.48, 0.31, 3.60], [2.54, 0.51, 2.72], [3.33, 1.67, 2.79], [3.11, 2.57, 3.83], [2.13, 2.32, 4.81], [1.34, 1.17, 4.70], [-0.20, -1.20, 4.76], [1.23, -2.16, 2.91], [-2.10, -2.73, 3.03], [-1.03, -2.83, 0.77], [-3.48, -2.03, -0.28], [-4.69, -1.68, -0.87], [-6.51, -0.52, -0.67], [-5.92, 0.35, 1.60], [-3.78, -0.40, 2.69], [2.73, -0.23, 1.94], [4.10, 1.84, 2.04], [3.69, 3.49, 3.87], [1.99, 3.00, 5.65], [0.58, 0.94, 5.45], [-2.78, -2.70, -0.78], [-4.95, -2.08, -1.86]]
}

{
  "formula": "C23H23N3O2S",
  "method": "ωB97M-V/def2-TZVPD",
  "lumo_ev": -0.0925,
  "total_charge": 0,
  "mol_weight_g_mol": 405.5,
  "homo_ev": -8.39,
  "elements": ["C", "C", "C", "S", "C", "C", "C", "N", "C", "C", "C", "C", "C", "N", "C", "C", "C", "O", "O", "C", "C", "C", "C", "C", "C", "C", "C", "C", "N", "H", "H", "H", "H", "H", "H", "H", "H", "H", "H", "H", "H", "H", "H", "H", "H", "H", "H", "H", "H", "H", "H", "H"],
  "positions_angstrom": [[3.59, 0.19, 2.65], [4.91, -0.08, 1.95], [4.78, -1.02, 0.76], [3.94, -0.25, -0.67], [2.21, -0.28, -0.30], [1.50, -1.29, 0.24], [2.03, -2.53, 0.61], [2.40, -3.57, 0.93], [-0.01, -1.18, 0.45], [-0.70, -2.14, -0.50], [-1.27, -3.32, -0.06], [-1.89, -4.16, -0.97], [-1.91, -3.77, -2.30], [-1.36, -2.65, -2.74], [-0.77, -1.86, -1.86], [-0.50, 0.23, 0.20], [-1.88, 0.53, 0.61], [-2.41, 1.62, 0.59], [-2.50, -0.58, 1.06], [-3.87, -0.45, 1.41], [-4.77, -0.57, 0.19], [0.27, 1.15, -0.40], [-0.17, 2.50, -0.82], [0.45, 3.63, -0.29], [0.06, 4.89, -0.71], [-0.93, 5.03, -1.66], [-1.54, 3.91, -2.20], [-1.16, 2.64, -1.78], [1.59, 0.89, -0.68], [2.90, 0.74, 2.01], [3.11, -0.74, 2.94], [3.76, 0.78, 3.55], [5.35, 0.87, 1.62], [5.60, -0.54, 2.65], [4.25, -1.93, 1.02], [5.76, -1.27, 0.36], [-0.25, -1.49, 1.48], [-1.23, -3.59, 0.99], [-2.34, -5.09, -0.66], [-2.38, -4.38, -3.06], [-0.33, -0.96, -2.27], [-4.02, 0.52, 1.90], [-4.06, -1.26, 2.12], [-5.81, -0.56, 0.49], [-4.56, -1.51, -0.33], [-4.58, 0.26, -0.49], [1.22, 3.52, 0.46], [0.54, 5.76, -0.29], [-1.23, 6.01, -1.98], [-2.31, 4.01, -2.94], [-1.63, 1.77, -2.19], [2.16, 1.60, -1.12]]
}

{
  "formula": "C23H23N3O4PPd",
  "method": "ωB97M-V/def2-TZVPD",
  "lumo_ev": [-3.5215, -3.5192],
  "total_charge": 1,
  "mol_weight_g_mol": 542.8,
  "homo_ev": [-11.18, -11.18],
  "elements": ["Pd", "C", "O", "C", "O", "N", "N", "H", "H", "H", "H", "H", "H", "O", "C", "O", "C", "C", "C", "C", "C", "C", "P", "C", "C", "C", "C", "C", "C", "C", "C", "C", "C", "C", "C", "H", "H", "H", "H", "H", "H", "H", "H", "H", "H", "H", "H", "H", "H", "C", "C", "N", "H", "H", "H"],
  "positions_angstrom": [[-0.34, 0.17, 0.20], [4.21, 0.91, 2.87], [3.45, 0.86, 1.65], [2.27, 0.26, 1.60], [1.70, 0.25, 0.50], [1.77, -0.28, 2.73], [0.51, -0.89, 2.68], [5.14, 1.40, 2.61], [4.41, -0.09, 3.24], [3.68, 1.52, 3.61], [2.22, -0.10, 3.61], [-0.18, -0.38, 3.21], [0.57, -1.85, 2.98], [-2.22, 0.68, 1.77], [-2.58, 0.98, 0.62], [-2.47, 0.21, -0.41], [-2.92, 2.41, 0.32], [-4.20, 2.95, 0.28], [-4.36, 4.29, -0.01], [-3.25, 5.11, -0.26], [-1.98, 4.57, -0.23], [-1.81, 3.22, 0.06], [-0.18, 2.45, 0.16], [0.78, 2.94, -1.27], [0.12, 3.17, -2.48], [0.84, 3.47, -3.62], [2.23, 3.52, -3.56], [2.89, 3.28, -2.36], [2.17, 2.97, -1.22], [0.61, 3.07, 1.65], [1.38, 4.23, 1.64], [1.92, 4.72, 2.82], [1.69, 4.05, 4.02], [0.91, 2.91, 4.04], [0.37, 2.41, 2.86], [-5.06, 2.32, 0.46], [-5.35, 4.72, -0.04], [-3.39, 6.15, -0.49], [-1.12, 5.20, -0.45], [-0.96, 3.12, -2.53], [0.33, 3.65, -4.55], [2.80, 3.76, -4.45], [3.97, 3.31, -2.32], [2.69, 2.76, -0.29], [1.57, 4.76, 0.72], [2.51, 5.62, 2.81], [2.11, 4.44, 4.94], [0.69, 2.41, 4.98], [-0.30, 1.56, 2.87], [-0.14, -4.48, -1.01], [-0.17, -3.04, -0.73], [-0.24, -1.92, -0.54], [0.29, -4.65, -1.99], [-1.16, -4.85, -0.99], [0.45, -4.99, -0.25]]
}

{
  "formula": "C23H23N3O6S",
  "method": "ωB97M-V/def2-TZVPD",
  "lumo_ev": -0.3296,
  "total_charge": 0,
  "mol_weight_g_mol": 469.5,
  "homo_ev": -8.82,
  "elements": ["C", "O", "C", "C", "C", "C", "N", "O", "O", "C", "C", "N", "C", "O", "C", "C", "C", "C", "N", "C", "C", "C", "C", "C", "C", "C", "C", "S", "C", "O", "O", "C", "C", "H", "H", "H", "H", "H", "H", "H", "H", "H", "H", "H", "H", "H", "H", "H", "H", "H", "H", "H", "H", "H", "H", "H"],
  "positions_angstrom": [[0.62, 2.98, 1.60], [1.92, 2.77, 1.05], [2.77, 1.94, 1.67], [2.50, 1.29, 2.88], [3.47, 0.54, 3.50], [4.73, 0.43, 2.93], [5.76, -0.31, 3.59], [5.50, -0.82, 4.66], [6.85, -0.38, 3.05], [5.00, 1.03, 1.70], [4.02, 1.75, 1.05], [4.30, 2.32, -0.21], [3.52, 2.32, -1.33], [3.86, 2.95, -2.31], [2.28, 1.50, -1.27], [2.30, 0.21, -0.75], [1.11, -0.50, -0.63], [-0.08, 0.07, -1.04], [-1.32, -0.61, -0.83], [-1.51, -1.80, -1.65], [-2.95, -2.23, -1.64], [-3.30, -3.41, -0.98], [-4.62, -3.83, -0.94], [-5.60, -3.07, -1.56], [-5.25, -1.90, -2.22], [-3.93, -1.47, -2.26], [-3.58, -0.20, -2.99], [-1.58, -0.88, 0.82], [-3.34, -0.55, 1.02], [-1.29, -2.24, 1.18], [-0.88, 0.16, 1.53], [-0.09, 1.34, -1.61], [1.09, 2.04, -1.74], [0.06, 2.04, 1.64], [0.68, 3.43, 2.59], [0.14, 3.67, 0.92], [1.53, 1.38, 3.33], [3.28, 0.04, 4.44], [5.98, 0.90, 1.26], [5.21, 2.75, -0.32], [3.22, -0.25, -0.43], [1.11, -1.49, -0.19], [-1.19, -1.55, -2.66], [-0.88, -2.62, -1.28], [-2.54, -3.98, -0.48], [-4.88, -4.74, -0.43], [-6.63, -3.39, -1.54], [-6.02, -1.32, -2.70], [-2.99, 0.44, -2.34], [-2.99, -0.42, -3.87], [-4.48, 0.33, -3.30], [-3.57, 0.35, 0.46], [-3.91, -1.40, 0.66], [-3.52, -0.40, 2.08], [-1.02, 1.77, -1.94], [1.10, 3.03, -2.17]]
}

{
  "formula": "C23H23NO8S",
  "method": "ωB97M-V/def2-TZVPD",
  "lumo_ev": -0.1586,
  "total_charge": 0,
  "mol_weight_g_mol": 473.5,
  "homo_ev": -8.80,
  "elements": ["C", "C", "C", "N", "S", "O", "O", "C", "C", "C", "C", "C", "C", "O", "O", "C", "C", "C", "C", "O", "O", "C", "C", "C", "O", "C", "C", "C", "C", "C", "C", "C", "O", "H", "H", "H", "H", "H", "H", "H", "H", "H", "H", "H", "H", "H", "H", "H", "H", "H", "H", "H", "H", "H", "H", "H"],
  "positions_angstrom": [[-5.92, -0.48, 1.70], [-4.46, -0.73, 1.33], [-4.11, -0.09, -0.03], [-2.75, -0.45, -0.38], [-2.19, 0.37, -1.74], [-1.03, -0.32, -2.21], [-3.26, 0.64, -2.66], [-1.67, 1.90, -0.96], [-2.49, 3.01, -0.94], [-2.08, 4.15, -0.25], [-0.86, 4.15, 0.40], [-0.03, 3.03, 0.36], [1.27, 3.04, 1.07], [1.54, 3.73, 2.02], [2.10, 2.14, 0.54], [3.34, 1.87, 1.20], [3.87, 0.60, 0.61], [5.10, 0.55, 0.05], [5.62, -0.64, -0.60], [6.72, -0.76, -1.07], [4.75, -1.70, -0.71], [3.52, -1.68, -0.16], [2.73, -2.81, -0.34], [1.46, -2.87, 0.22], [0.65, -3.93, 0.06], [1.00, -1.80, 1.00], [1.77, -0.68, 1.16], [3.04, -0.57, 0.57], [-0.45, 1.89, -0.33], [-2.57, -1.89, -0.42], [-2.92, -2.46, 0.96], [-2.78, -3.97, 1.00], [-4.26, -2.13, 1.29], [-6.57, -0.91, 0.94], [-6.11, 0.59, 1.78], [-6.14, -0.95, 2.65], [-3.79, -0.29, 2.09], [-4.17, 0.99, 0.04], [-4.82, -0.44, -0.79], [-3.43, 2.98, -1.48], [-2.71, 5.02, -0.23], [-0.53, 5.02, 0.95], [4.03, 2.70, 1.03], [3.16, 1.79, 2.28], [5.77, 1.40, 0.05], [3.12, -3.63, -0.92], [1.07, -4.59, -0.51], [0.02, -1.87, 1.45], [1.40, 0.13, 1.77], [0.16, 1.01, -0.38], [-1.53, -2.08, -0.68], [-3.22, -2.35, -1.17], [-2.26, -2.00, 1.71], [-1.75, -4.25, 0.78], [-3.06, -4.34, 1.98], [-3.44, -4.42, 0.26]]
}

{
  "formula": "C23H24BI2N8OV",
  "method": "ωB97M-V/def2-TZVPD",
  "lumo_ev": [-6.9587, -6.7523],
  "multiplicity": 3,
  "total_charge": 2,
  "mol_weight_g_mol": 744.1,
  "homo_ev": [-13.94, -13.94],
  "elements": ["V", "I", "C", "I", "H", "H", "C", "C", "C", "C", "N", "C", "C", "C", "C", "C", "C", "N", "H", "H", "H", "H", "H", "H", "H", "H", "B", "N", "C", "C", "C", "N", "N", "C", "C", "C", "N", "H", "H", "H", "H", "H", "H", "H", "H", "N", "C", "O", "C", "C", "C", "C", "N", "C", "H", "H", "H", "H", "H", "H"],
  "positions_angstrom": [[0.04, -0.77, -0.15], [-4.41, 2.79, 2.45], [-5.98, 1.60, 1.67], [-5.44, 0.33, 0.07], [-6.76, 2.27, 1.31], [-6.36, 0.98, 2.47], [3.56, -0.63, -2.79], [3.50, 0.66, -3.29], [2.44, 1.48, -2.95], [1.46, 0.97, -2.10], [1.54, -0.27, -1.60], [2.57, -1.05, -1.94], [0.25, 1.73, -1.69], [-0.09, 2.96, -2.23], [-1.27, 3.57, -1.84], [-2.10, 2.92, -0.94], [-1.70, 1.70, -0.44], [-0.54, 1.11, -0.78], [4.37, -1.30, -3.04], [4.28, 1.03, -3.95], [2.38, 2.49, -3.33], [2.58, -2.05, -1.51], [0.56, 3.44, -2.95], [-1.55, 4.53, -2.25], [-3.04, 3.33, -0.62], [-2.34, 1.16, 0.25], [-0.92, -3.23, 0.32], [-1.78, -2.35, 1.26], [-2.66, -2.60, 2.22], [-2.96, -1.41, 2.86], [-2.18, -0.45, 2.23], [-1.46, -1.03, 1.25], [-1.31, -2.95, -1.16], [-1.99, -3.56, -2.13], [-1.87, -2.79, -3.29], [-1.10, -1.70, -2.92], [-0.77, -1.82, -1.63], [0.20, -2.66, 0.39], [-0.92, -4.38, 0.60], [-3.02, -3.60, 2.38], [-3.63, -1.26, 3.69], [-2.08, 0.60, 2.45], [-2.48, -4.50, -1.95], [-2.30, -3.01, -4.25], [-0.75, -0.86, -3.51], [3.16, 3.25, 2.05], [3.95, 2.16, 2.26], [5.14, 2.20, 2.45], [3.26, 0.82, 2.19], [3.77, -0.23, 2.96], [3.20, -1.48, 2.86], [2.15, -1.67, 1.98], [1.68, -0.68, 1.20], [2.23, 0.54, 1.32], [3.62, 4.14, 2.19], [2.19, 3.21, 2.31], [4.62, -0.03, 3.60], [3.55, -2.32, 3.44], [1.67, -2.64, 1.87], [1.84, 1.32, 0.67]]
}

{
  "formula": "C23H24BaN5SSbSe4",
  "method": "ωB97M-V/def2-TZVPD",
  "lumo_ev": 3.3330,
  "total_charge": -2,
  "mol_weight_g_mol": 977.5,
  "homo_ev": -0.69,
  "elements": ["Ba", "C", "C", "N", "C", "C", "C", "C", "C", "C", "C", "N", "C", "C", "C", "C", "C", "C", "C", "C", "N", "C", "H", "H", "H", "H", "H", "H", "H", "H", "H", "H", "H", "H", "C", "N", "C", "C", "S", "N", "C", "C", "H", "H", "H", "H", "H", "H", "H", "H", "H", "H", "H", "H", "Se", "Sb", "Se", "Se", "Se"],
  "positions_angstrom": [[-0.65, -1.02, 1.85], [-2.55, -3.66, -2.41], [-1.76, -2.97, -1.46], [-2.17, -1.95, -0.72], [-3.47, -1.62, -0.82], [-4.32, -2.23, -1.86], [-3.84, -3.31, -2.60], [-5.61, -1.70, -2.07], [-6.12, -0.77, -1.17], [-5.29, -0.18, -0.24], [-3.90, -0.45, -0.17], [-2.98, 0.25, 0.56], [-3.05, 1.61, 0.53], [-3.74, 2.46, -0.41], [-4.20, 3.65, 0.06], [-3.83, 4.16, 1.31], [-2.65, 3.63, 1.93], [-1.93, 4.24, 2.92], [-0.91, 3.60, 3.57], [-0.54, 2.36, 3.14], [-1.10, 1.80, 2.02], [-2.22, 2.35, 1.50], [-2.16, -4.50, -2.96], [-0.70, -3.22, -1.41], [-4.51, -3.81, -3.28], [-6.14, -1.94, -2.97], [-7.24, -0.71, -1.10], [-5.65, 0.68, 0.29], [-4.09, 1.92, -1.31], [-4.96, 4.20, -0.44], [-4.47, 4.93, 1.81], [-2.19, 5.30, 3.17], [-0.48, 3.99, 4.51], [0.17, 1.70, 3.63], [4.99, 0.57, 0.72], [5.33, -0.28, -0.43], [6.00, -1.56, -0.19], [4.64, -0.04, -1.61], [3.07, 0.60, -1.57], [5.25, -0.54, -2.74], [6.57, 0.06, -3.04], [4.44, -0.97, -3.87], [3.96, 0.48, 1.15], [5.07, 1.57, 0.40], [5.85, 0.48, 1.35], [5.42, -2.14, 0.55], [7.00, -1.42, 0.28], [6.15, -2.07, -1.09], [7.28, -0.08, -2.21], [6.54, 1.19, -3.22], [6.93, -0.39, -3.97], [3.44, -1.36, -3.52], [4.98, -1.85, -4.31], [4.36, -0.20, -4.68], [1.89, -2.21, 3.22], [0.41, -2.08, 5.36], [-1.74, -0.91, 4.73], [1.69, -1.24, 7.27], [-0.29, -4.42, 5.99]]
}